Model A:
Below is a structure of composition C24H41N7S4SeTi, with properties calculated with the ωB97M-V functional and the def2-TZVPD basis.

LUMO (spin up / spin down)   -5.42 / -5.26 eV
Charge   +2
Spin multiplicity   3

Each line ends with the Mulliken spin population.
CARTESIAN COORDINATES (ANGSTROEM)
Ti1 -0.175 -2.510 -1.714  1.856
C1 -1.438 -5.317 -1.822  0.026
C2 -2.001 -4.752 -3.137  0.003
S1 -2.211 -2.920 -3.024  0.001
C3 -1.747 -2.114 -4.602  0.026
C4 -0.319 -2.263 -5.135  -0.004
S2 0.973 -2.716 -3.930  -0.009
C5 1.765 -1.206 -3.261  0.041
C6 2.749 -1.658 -2.172  0.012
S3 1.952 -2.223 -0.596  -0.028
C7 2.398 -4.009 -0.402  0.000
C8 1.155 -4.880 -0.182  0.021
S4 0.358 -4.927 -1.833  -0.036
H1 -1.574 -6.397 -1.799  0.000
H2 -1.908 -4.872 -0.947  0.003
H3 -2.984 -5.179 -3.330  -0.002
H4 -1.347 -4.987 -3.977  0.004
H5 -1.960 -1.074 -4.352  0.012
H6 -2.461 -2.431 -5.362  0.002
H7 -0.010 -1.351 -5.644  -0.001
H8 -0.266 -3.075 -5.858  -0.001
H9 1.007 -0.524 -2.870  -0.039
H10 2.303 -0.704 -4.065  0.000
H11 3.393 -0.825 -1.900  -0.002
H12 3.370 -2.479 -2.530  0.001
H13 3.057 -4.078 0.461  -0.001
H14 2.939 -4.334 -1.291  0.002
H15 0.475 -4.460 0.551  0.008
H16 1.453 -5.886 0.110  0.004
N1 -2.504 -2.885 2.971  0.000
N2 -2.277 -2.518 1.691  0.004
N3 -2.986 -1.581 1.106  0.002
C9 -2.401 -1.478 -0.070  0.011
N4 -1.376 -2.348 -0.176  -0.008
N5 -1.309 -3.003 0.979  0.009
H17 -3.378 -2.511 3.309  0.000
H18 -2.348 -3.865 3.152  0.000
H19 -2.718 -0.798 -0.838  0.002
C10 -2.666 1.885 3.970  0.000
C11 -2.296 2.756 2.772  0.000
C12 -2.463 1.985 1.465  0.000
C13 -2.070 2.779 0.221  0.000
N6 -0.645 3.076 0.196  0.005
C14 0.334 2.198 -0.095  0.015
Se1 0.057 0.473 -0.718  0.053
N7 1.526 2.781 0.123  0.000
C15 2.823 2.118 0.083  -0.003
C16 3.491 2.004 1.456  -0.001
C17 2.911 0.928 2.377  0.001
C18 1.528 1.258 2.944  -0.001
C19 1.314 4.093 0.541  0.000
C20 2.197 5.124 0.838  0.000
C21 1.644 6.336 1.206  0.000
C22 0.259 6.518 1.272  0.000
C23 -0.619 5.496 0.967  0.000
C24 -0.066 4.278 0.594  0.001
H20 -2.568 2.434 4.905  0.000
H21 -2.013 1.010 4.023  0.000
H22 -3.698 1.540 3.887  0.000
H23 -1.263 3.098 2.878  0.000
H24 -2.935 3.643 2.754  0.000
H25 -3.507 1.677 1.358  0.000
H26 -1.857 1.076 1.502  0.000
H27 -2.601 3.729 0.193  0.000
H28 -2.315 2.218 -0.681  -0.002
H29 3.467 2.669 -0.605  0.000
H30 2.648 1.124 -0.326  0.008
H31 3.443 2.966 1.969  0.000
H32 4.546 1.789 1.278  0.000
H33 3.604 0.804 3.211  0.000
H34 2.871 -0.031 1.849  0.003
H35 1.523 2.252 3.398  0.000
H36 1.251 0.538 3.715  0.000
H37 0.755 1.225 2.174  0.001
H38 3.268 4.999 0.775  0.000
H39 2.295 7.165 1.449  0.000
H40 -0.136 7.484 1.555  0.000
H41 -1.689 5.646 1.015  0.000

Model B:
Below is a structure of composition C24H41N7S4SeTi, with properties calculated with the ωB97M-V functional and the def2-TZVPD basis.

LUMO (spin up / spin down)   -4.49 / -5.24 eV
Charge   +2
Spin multiplicity   3

Each line ends with the Mulliken spin population.
CARTESIAN COORDINATES (ANGSTROEM)
Ti1 -0.116 -0.288 0.774  1.958
C1 -2.173 2.600 -0.044  0.008
C2 -0.717 3.030 -0.110  0.008
S1 0.313 1.704 -0.802  -0.012
C3 1.968 2.381 -0.465  0.004
C4 2.933 1.320 0.044  0.010
S2 2.391 0.409 1.505  -0.005
C5 2.480 1.627 2.841  -0.011
C6 1.141 2.238 3.220  0.015
S3 -0.174 0.993 3.196  0.010
C7 -1.588 2.111 3.368  -0.008
C8 -2.807 1.643 2.588  0.011
S4 -2.498 1.091 0.909  -0.010
H1 -2.562 2.386 -1.041  0.003
H2 -2.789 3.404 0.361  -0.001
H3 -0.337 3.261 0.883  0.002
H4 -0.615 3.916 -0.737  0.000
H5 1.851 3.184 0.263  0.001
H6 2.350 2.823 -1.384  0.000
H7 3.903 1.771 0.256  0.001
H8 3.097 0.543 -0.704  0.002
H9 3.186 2.411 2.565  -0.001
H10 2.910 1.095 3.690  -0.001
H11 0.866 3.030 2.524  -0.006
H12 1.186 2.668 4.219  0.002
H13 -1.270 3.096 3.025  -0.002
H14 -1.840 2.199 4.424  0.000
H15 -3.559 2.432 2.558  -0.001
H16 -3.282 0.786 3.069  0.000
N1 -4.344 -2.569 -0.769  0.003
N2 -3.144 -1.940 -1.080  0.016
N3 -2.937 -1.357 -2.242  -0.005
C9 -1.742 -0.816 -2.042  0.011
N4 -1.269 -1.083 -0.816  0.011
N5 -2.206 -1.819 -0.216  0.003
H17 -4.797 -2.773 -1.654  0.000
H18 -4.104 -3.421 -0.272  0.000
H19 -1.212 -0.247 -2.786  0.001
C10 -1.293 -5.463 4.075  0.000
C11 -0.599 -5.234 2.737  0.000
C12 -1.069 -3.965 2.031  0.011
C13 -0.545 -2.668 2.644  0.052
N6 0.905 -2.665 2.858  -0.112
C14 1.826 -2.720 1.867  0.029
Se1 1.465 -2.334 0.073  -0.006
N7 3.011 -3.001 2.409  0.012
C15 4.265 -3.180 1.646  0.004
C16 4.378 -4.570 1.042  0.001
C17 4.561 -5.696 2.056  0.000
C18 5.941 -5.722 2.703  0.000
C19 2.871 -3.121 3.799  0.003
C20 3.803 -3.387 4.795  -0.001
C21 3.325 -3.414 6.091  0.002
C22 1.969 -3.184 6.383  0.000
C23 1.048 -2.922 5.387  0.005
C24 1.536 -2.898 4.086  0.039
H20 -0.919 -6.354 4.578  0.000
H21 -2.369 -5.588 3.939  0.000
H22 -1.144 -4.627 4.762  0.000
H23 -0.788 -6.078 2.072  0.000
H24 0.488 -5.214 2.870  -0.001
H25 -2.161 -3.909 2.094  -0.001
H26 -0.809 -3.981 0.974  0.002
H27 -1.018 -2.469 3.604  -0.008
H28 -0.835 -1.823 2.010  -0.042
H29 5.075 -2.951 2.338  0.001
H30 4.266 -2.410 0.877  -0.002
H31 5.221 -4.549 0.345  0.000
H32 3.489 -4.750 0.431  -0.001
H33 4.383 -6.643 1.545  0.000
H34 3.785 -5.634 2.826  0.000
H35 6.702 -6.039 1.987  0.000
H36 5.979 -6.410 3.547  0.000
H37 6.251 -4.741 3.077  0.000
H38 4.844 -3.575 4.574  0.000
H39 4.009 -3.621 6.903  0.000
H40 1.638 -3.216 7.412  0.000
H41 0.006 -2.743 5.616  0.000

Comparing the structures above, model B comes out on top by 1.981 eV.